<1>
ORCA calculation (ωB97M-V with the def2-TZVPD basis set) on a cluster of 2 separate species, C3H10NOS in total.

```
16
Properties=species:S:1:pos:R:3:lowdin_charge:R:1
C -2.139 -1.590 0.634 -0.12
C -1.592 -0.146 0.702 -0.54
C -0.021 -0.094 0.657 -0.68
S 0.772 0.284 -0.952 0.26
N -2.237 0.576 -0.401 -0.05
H -1.443 -2.347 0.091 0.09
H -3.031 -1.557 0.001 0.04
H -2.598 -2.034 1.572 0.07
H -1.994 0.263 1.641 0.11
H 0.344 0.707 1.232 0.00
H 0.350 -0.936 1.265 0.05
H -1.937 1.524 -0.210 0.04
H -1.646 0.217 -1.191 0.00
H 3.923 -0.160 0.646 0.00
H 2.932 0.587 -0.254 -0.11
O 3.829 0.667 0.164 -0.16
```

The calculation puts the LUMO energy at 4.08 eV. The calculation puts the orbital gap at 7.00 eV. The spin multiplicity is 1. For the HOMO energy, the calculation gives -2.918 eV. The total charge is -1.

***

<2>
ORCA calculation (ωB97M-V with the def2-TZVPD basis set) on a cluster of 2 separate species, C3H10NOS in total.

```
16
Properties=species:S:1:pos:R:3:lowdin_charge:R:1
C -0.263 1.586 -1.458 -0.17
C -0.236 0.062 -1.570 -0.58
S -1.440 -0.609 -2.843 0.58
H 0.704 1.935 -1.112 0.07
H -0.440 1.921 -2.483 0.04
H -1.051 1.923 -0.790 0.06
H -0.403 -0.521 -0.673 0.03
H 0.700 -0.183 -2.066 0.05
H -1.048 -1.875 -2.829 -0.19
N -0.467 -0.521 2.026 -0.05
C 1.114 -0.664 2.102 -0.65
O 1.706 -0.428 0.987 -0.29
H -0.605 0.361 2.509 0.00
H -0.877 -1.167 2.687 0.00
H 1.171 -1.731 2.503 0.05
H 1.435 -0.090 3.010 0.05
```

The calculation puts the LUMO energy at 3.27 eV. The calculation puts the orbital gap at 5.89 eV. The spin multiplicity is 1. For the HOMO energy, the calculation gives -2.626 eV. The total charge is -1.

***

<1> is favored, and the nearest alternative lies 1.485 eV above it.

***

<1>
ORCA calculation (ωB97M-V with the def2-TZVPD basis set) on a cluster of 2 separate species, C3H10NOS in total.

```
16
Properties=species:S:1:pos:R:3:lowdin_charge:R:1
C -1.344 0.880 -0.590 -0.54
O -1.584 -0.446 -0.526 -0.37
C 0.123 1.272 -0.320 -0.33
N 0.323 2.720 -0.501 -0.05
H -1.596 1.329 -1.594 0.07
H -1.942 1.475 0.139 0.08
H 0.318 1.035 0.731 0.07
H 0.798 0.645 -0.921 0.09
H 1.249 3.020 -0.224 0.03
H 0.192 2.980 -1.467 0.03
C 0.289 -2.611 0.486 -0.49
S 1.601 -1.676 1.309 0.59
H -0.194 -3.282 1.184 0.01
H -0.457 -1.879 0.110 -0.02
H 0.694 -3.206 -0.328 0.01
H 1.531 -2.254 2.514 -0.20
```

The calculation puts the LUMO energy at 3.34 eV. The calculation puts the orbital gap at 5.81 eV. The spin multiplicity is 1. For the HOMO energy, the calculation gives -2.470 eV. The total charge is -1.

***

<2>
ORCA calculation (ωB97M-V with the def2-TZVPD basis set) on a cluster of 2 separate species, C3H10NOS in total.

```
16
Properties=species:S:1:pos:R:3:lowdin_charge:R:1
C -0.280 2.024 1.342 -0.19
N -0.289 1.150 0.221 -0.19
C -1.501 0.313 0.074 -0.39
C -1.408 -1.071 -0.502 -0.71
S 0.207 -1.839 -0.017 0.15
H 0.568 2.665 1.289 0.04
H -1.281 2.646 1.225 0.10
H -0.294 1.376 2.291 0.09
H 0.367 0.399 0.451 -0.04
H -2.238 0.678 -0.667 0.09
H -2.075 0.382 1.007 0.09
H -2.155 -1.820 -0.064 0.05
H -1.383 -1.012 -1.611 0.04
H 1.978 0.290 -0.848 -0.07
H 2.596 1.782 -0.942 0.05
O 2.720 0.798 -1.111 -0.11
```

The calculation puts the LUMO energy at 3.91 eV. The calculation puts the orbital gap at 6.58 eV. The spin multiplicity is 1. For the HOMO energy, the calculation gives -2.678 eV. The total charge is -1.

***

<2> is favored, and the nearest alternative lies 0.488 eV above it.

***

<1>
ORCA calculation (ωB97M-V with the def2-TZVPD basis set) on a structure of composition CH5NO.

```
8
Properties=species:S:1:pos:R:3:lowdin_charge:R:1
N -0.263 -0.157 1.191 0.02
C -0.656 -0.078 -0.148 -0.18
O 0.843 0.142 -1.073 -0.14
H -0.260 0.716 1.716 0.09
H 0.701 -0.466 1.191 0.09
H -1.507 0.577 -0.335 0.12
H -0.799 -1.054 -0.578 0.10
H 0.284 0.785 -0.727 -0.11
```

The calculation puts the LUMO energy at 0.95 eV. The calculation puts the orbital gap at 10.78 eV. The spin multiplicity is 1. For the HOMO energy, the calculation gives -9.829 eV.

***

<2>
ORCA calculation (ωB97M-V with the def2-TZVPD basis set) on an isolated molecule of CH5NO.

```
8
Properties=species:S:1:pos:R:3:lowdin_charge:R:1
N -0.050 0.396 0.958 0.01
C -0.420 0.151 -0.425 -0.36
O 0.560 -0.489 -1.218 -0.07
H -0.254 -0.408 1.538 0.06
H 0.944 0.565 1.059 0.07
H -0.666 1.104 -0.884 0.10
H -1.330 -0.447 -0.401 0.11
H 1.215 -0.871 -0.627 0.07
```

The calculation puts the LUMO energy at 0.99 eV. The calculation puts the orbital gap at 10.85 eV. The spin multiplicity is 1. For the HOMO energy, the calculation gives -9.856 eV.

***

<2> is favored, and the nearest alternative lies 2.679 eV above it.